Formula: C7H17AsBI2O3
Source: the Open Molecules 2025 dataset
Level of theory: ωB97M-V/def2-TZVPD

```
31
Properties=species:S:1:pos:R:3:lowdin_charge:R:1
C -0.954 -2.109 -0.639 -0.071
B -1.292 -0.570 -0.695 -0.663
O -2.360 -0.158 -1.449 0.051
As -0.248 0.895 0.434 0.691
C -1.042 -0.039 2.135 -0.340
O -0.371 0.312 3.368 -0.083
C 0.888 -0.073 3.618 -0.571
C 1.361 -1.403 3.066 -0.008
O 1.589 0.589 4.344 0.070
C 0.535 1.906 -1.285 -0.944
I 1.992 3.367 -0.619 0.652
C 1.087 1.199 -2.510 -0.904
C 0.005 0.767 -3.502 -0.185
I 2.387 -0.500 -2.116 0.739
H -0.336 -2.333 -1.516 0.036
H -1.845 -2.747 -0.695 0.053
H -0.369 -2.392 0.237 0.038
H -2.979 -0.868 -1.649 0.086
H 1.054 -0.048 0.550 -0.057
H 0.446 1.941 1.366 -0.068
H -1.567 1.862 0.343 -0.029
H -2.059 0.332 2.271 0.064
H -1.094 -1.128 2.040 0.041
H 0.555 -2.030 2.696 0.057
H 1.892 -1.911 3.868 0.079
H 2.051 -1.216 2.247 0.073
H -0.290 2.529 -1.632 0.006
H 1.787 1.847 -3.023 0.003
H 0.390 0.812 -4.521 0.068
H -0.868 1.413 -3.405 0.075
H -0.346 -0.247 -3.324 0.039
```

Computed properties:
energy above the lowest of the compared OMol25 structures with the same formula, charge and spin: 0.0 kJ/mol
LUMO level: 2.57 eV
HOMO-LUMO gap: 0.2208 Eh
energy: -3358.5810 a.u.
total charge: -1